Formula: C19H25N4
Source: the Open Molecules 2025 dataset
Level of theory: wB97M-V/def2-TZVPD

Geometry as XYZ:
```
48
Properties=species:S:1:pos:R:3:mulliken_charge:R:1
C -1.907 2.705 -1.067 -1.27
N -0.739 2.238 -0.329 0.08
C 0.388 1.943 -1.068 1.02
C 0.397 2.082 -2.465 -0.93
C 1.483 1.620 -3.206 -0.64
C 2.673 1.236 -2.557 -0.80
C 2.752 1.282 -1.175 -0.86
C 1.568 1.464 -0.407 0.87
C 1.533 1.318 0.981 -0.52
C 0.371 1.549 1.717 1.42
C -0.809 1.995 1.030 1.21
C -1.998 2.151 1.766 -1.11
C -2.060 1.732 3.094 -0.66
C -0.889 1.378 3.786 -0.80
C 0.325 1.402 3.127 -0.70
H -2.681 3.068 -0.393 0.33
H -1.639 3.533 -1.735 0.39
H -2.336 1.895 -1.671 0.43
H -0.481 2.481 -2.975 0.35
H 1.396 1.561 -4.288 0.43
H 3.533 0.901 -3.136 0.40
H 3.704 1.182 -0.646 0.45
H 2.410 0.955 1.495 0.43
H -2.904 2.541 1.300 0.22
H -3.027 1.697 3.588 0.43
H -0.933 1.087 4.833 0.41
H 1.269 1.306 3.660 0.43
C 3.187 6.504 1.770 -0.94
N 3.261 5.072 1.562 0.09
C 2.043 4.625 0.952 -1.01
C 4.005 4.059 2.122 0.56
N 3.541 2.837 1.985 -0.47
N 5.209 4.329 2.725 0.08
C 5.742 5.625 3.073 -1.12
C 6.195 3.283 2.919 -1.09
H 4.130 7.026 1.885 0.42
H 2.745 6.901 0.847 0.28
H 2.502 6.765 2.593 0.33
H 2.202 3.627 0.570 -0.19
H 1.225 4.567 1.684 0.43
H 1.765 5.290 0.135 0.45
H 4.114 2.133 2.455 0.09
H 4.972 6.377 3.219 0.39
H 6.263 5.519 4.034 0.33
H 6.476 5.943 2.313 0.35
H 5.824 2.337 2.536 0.38
H 7.125 3.524 2.391 0.34
H 6.435 3.182 3.983 0.32
```

Its charge is +1. As for the largest force on an atom: 0.0213 Eh/bohr. For the energy, the calculation gives -26062.243 eV. The LUMO energy comes out at -0.162 hartree. Its gap between HOMO and LUMO is 6.553 eV. The value obtained for the energy above the lowest of the compared OMol25 structures with the same formula, charge and spin is 0.0 kJ/mol.

=====

Formula: C19H16Cl3NO
Source: the Open Molecules 2025 dataset
Level of theory: wB97M-V/def2-TZVPD

Geometry as XYZ:
```
40
Properties=species:S:1:pos:R:3:nbo_charge:R:1
Cl 3.099 -4.501 -4.010 0.02
Cl -5.649 1.316 3.690 0.05
Cl -0.475 -0.147 3.559 0.02
O -0.546 0.112 -0.639 -0.56
C 3.663 1.592 -0.255 -0.29
C 3.696 2.829 0.540 -0.31
C 2.335 1.196 -0.290 -0.10
C 2.483 3.103 0.981 -0.06
C 1.630 -4.041 -1.909 -0.20
C 1.253 -2.513 -3.603 -0.24
C -4.187 1.279 1.392 -0.21
C -3.032 0.599 3.410 -0.24
C 0.708 -3.287 -1.010 -0.20
C 0.400 -1.703 -2.842 -0.18
C -2.939 1.220 0.598 -0.19
C 1.880 -3.624 -3.193 -0.05
C -4.228 1.035 2.785 -0.07
C -1.853 0.424 2.654 -0.01
C 0.074 -2.099 -1.478 -0.05
C -1.800 0.935 1.298 -0.08
N 1.687 2.100 0.577 -0.35
C -0.930 -1.305 -0.747 -0.09
C -0.480 0.758 0.647 0.06
C 0.156 2.110 0.642 -0.20
H 4.422 1.115 -0.851 0.22
H 4.613 3.422 0.565 0.22
H 1.972 0.211 -0.735 0.25
H 2.133 4.054 1.396 0.22
H 2.081 -4.966 -1.714 0.22
H 1.593 -2.318 -4.597 0.22
H -5.129 1.684 1.007 0.23
H -2.906 0.127 4.413 0.24
H 0.531 -3.762 -0.035 0.22
H 0.024 -0.768 -3.276 0.23
H -2.965 1.512 -0.474 0.25
H -1.195 -1.733 0.199 0.20
H -1.877 -1.340 -1.356 0.20
H 0.176 0.246 1.262 0.20
H -0.278 2.521 -0.205 0.21
H -0.144 2.606 1.604 0.22
```

As for the largest force on an atom: 0.1049 Eh/bohr. For the energy, the calculation gives -61064.465 eV. The LUMO energy comes out at 0.014 hartree. Its gap between HOMO and LUMO is 8.781 eV. The value obtained for the energy above the lowest of the compared OMol25 structures with the same formula, charge and spin is 230.4 kJ/mol. As for the SMILES: Clc1ccc(CO[C@@H](Cn2cccc2)c2ccc(Cl)cc2Cl)cc1.

=====

Formula: C30H55F5InN2O10P3S3Te
Source: the Open Molecules 2025 dataset
Level of theory: wB97M-V/def2-TZVPD

Geometry as XYZ:
```
110
Properties=species:S:1:pos:R:3:nbo_charge:R:1
In -0.809 0.200 -0.242 1.83
C 2.913 -0.640 5.264 -0.65
C 3.545 0.022 4.051 0.12
C 4.118 1.384 4.375 -0.62
O 2.639 0.223 2.935 -0.83
P 1.215 -0.330 2.584 2.50
O 0.868 0.219 1.258 -1.12
C 0.069 0.197 3.883 -1.27
P -1.596 0.680 3.335 2.49
O -1.639 1.136 1.941 -1.09
O -2.066 1.756 4.392 -0.84
C -1.385 3.015 4.674 0.12
C -2.370 3.847 5.463 -0.62
C -0.906 3.715 3.417 -0.65
O -2.565 -0.524 3.661 -0.83
C -3.010 -0.861 5.006 0.10
C -4.513 -0.703 5.036 -0.62
C -2.553 -2.269 5.328 -0.63
O 1.251 -1.891 2.763 -0.85
C 2.237 -2.712 2.031 0.10
C 2.693 -3.786 2.994 -0.62
C 1.603 -3.281 0.784 -0.63
H 3.707 -0.986 5.926 0.23
H 2.307 -1.504 4.991 0.22
H 2.293 0.065 5.821 0.20
H 4.339 -0.618 3.662 0.19
H 3.331 2.049 4.738 0.20
H 4.563 1.830 3.487 0.24
H 4.885 1.293 5.145 0.22
H 0.517 1.087 4.330 0.28
H -0.007 -0.581 4.643 0.28
H -0.528 2.781 5.314 0.17
H -3.204 4.147 4.828 0.22
H -1.876 4.742 5.841 0.22
H -2.762 3.283 6.310 0.22
H -1.750 3.960 2.770 0.23
H -0.217 3.108 2.829 0.23
H -0.398 4.636 3.702 0.22
H -2.562 -0.158 5.710 0.19
H -4.972 -1.362 4.296 0.22
H -4.792 0.324 4.802 0.23
H -4.900 -0.958 6.024 0.22
H -3.127 -3.001 4.756 0.21
H -2.711 -2.475 6.387 0.23
H -1.489 -2.401 5.118 0.21
H 3.076 -2.067 1.756 0.21
H 1.825 -4.305 3.406 0.21
H 3.277 -3.375 3.819 0.21
H 3.312 -4.511 2.466 0.23
H 0.788 -3.956 1.054 0.20
H 2.352 -3.848 0.231 0.23
H 1.228 -2.497 0.126 0.25
S -2.534 3.726 -2.467 0.46
C -0.857 4.032 -2.408 -0.40
C -0.190 3.109 -1.658 -0.26
C -1.053 2.127 -1.099 -0.52
C -2.351 2.341 -1.467 -0.29
C -3.472 1.492 -1.045 0.21
C -4.807 1.804 -1.297 -0.19
C -5.798 1.026 -0.739 -0.15
C -5.449 -0.037 0.084 -0.26
C -4.111 -0.313 0.249 0.10
N -3.149 0.408 -0.322 -0.53
H -0.450 4.876 -2.942 0.24
H 0.882 3.123 -1.517 0.23
H -5.048 2.653 -1.922 0.22
H -6.839 1.246 -0.938 0.22
H -6.197 -0.649 0.568 0.22
H -3.784 -1.151 0.851 0.19
F -1.679 0.762 -3.894 -0.71
Te -2.001 -1.079 -3.267 2.64
F -3.114 -1.053 -4.757 -0.63
F -3.773 -1.518 -2.375 -0.75
F -0.601 -1.436 -4.527 -0.68
F -1.997 -3.023 -3.366 -0.70
O 0.580 -0.722 -1.572 -1.13
C 3.087 0.056 -6.118 -0.63
C 2.648 0.936 -4.964 0.12
C 1.185 0.804 -4.629 -0.64
O 3.466 0.685 -3.785 -0.84
P 3.510 -0.494 -2.751 1.71
S 5.145 -0.392 -1.727 -0.62
S 2.152 -0.370 -1.187 0.24
O 3.229 -1.755 -3.663 -0.85
C 3.091 -3.166 -3.311 0.12
C 3.891 -3.565 -2.085 -0.65
C 1.619 -3.491 -3.179 -0.63
H 2.618 0.419 -7.034 0.21
H 2.783 -0.976 -5.958 0.22
H 4.170 0.091 -6.242 0.21
H 2.893 1.974 -5.196 0.18
H 0.972 -0.182 -4.220 0.24
H 0.570 0.918 -5.521 0.23
H 0.871 1.548 -3.900 0.22
H 3.509 -3.675 -4.180 0.19
H 3.527 -3.041 -1.201 0.22
H 4.947 -3.328 -2.198 0.24
H 3.775 -4.641 -1.942 0.21
H 1.169 -2.900 -2.379 0.22
H 1.500 -4.553 -2.952 0.20
H 1.072 -3.264 -4.090 0.25
C -1.835 -3.322 -0.483 -0.75
C -1.664 -2.724 0.865 0.73
N -1.953 -3.472 1.936 -0.78
O -1.252 -1.563 1.056 -0.73
H -1.989 -4.398 -0.448 0.23
H -0.961 -3.096 -1.095 0.28
H -2.692 -2.861 -0.987 0.31
H -2.340 -4.393 1.834 0.41
H -1.879 -3.055 2.849 0.41
```

As for the largest force on an atom: 0.0209 Eh/bohr. For the energy, the calculation gives -141895.434 eV. The LUMO energy comes out at -0.011 hartree. Its gap between HOMO and LUMO is 6.864 eV. The value obtained for the energy above the lowest of the compared OMol25 structures with the same formula, charge and spin is 0.0 kJ/mol.